Entry w
This record from the OMol25 dataset describes the molecule C2H3N3O. The level of theory is ωB97M-V with the def2-TZVPD basis set.

Structure (XYZ):
```
9
Properties=species:S:1:pos:R:3
N 1.556 -0.240 -0.175
C 0.269 0.007 -0.234
C -0.799 0.891 -0.215
N -2.007 0.136 -0.137
N -1.753 -1.000 -0.020
O -0.316 -1.160 -0.258
H 1.611 -1.032 0.707
H 2.319 0.491 0.022
H -0.880 1.909 0.309
```

Summary:
- Net charge: 0
- SMILES: Nc1cnno1
- HOMO-LUMO gap: 9.548 eV

=====

Entry x
This record from the OMol25 dataset describes the molecule C2H3N3O. The level of theory is ωB97M-V with the def2-TZVPD basis set.

Structure (XYZ):
```
9
Properties=species:S:1:pos:R:3
N 1.903 -0.751 0.031
N 2.082 0.414 0.130
C 0.767 -0.044 0.540
C -0.395 0.153 -0.649
N -1.665 0.320 -0.117
O -1.257 -0.866 -0.766
H 0.462 -0.187 1.572
H -0.103 0.701 -1.627
H -1.794 0.261 0.886
```

Summary:
- Net charge: 0
- SMILES: N1=NC1[C@@H]1NO1
- HOMO-LUMO gap: 10.386 eV

=====

entry w is preferred energetically. Next in line: 45.3 kcal/mol higher.

=====

Entry w
This record from the OMol25 dataset describes the molecule C2H3N3O. The level of theory is ωB97M-V with the def2-TZVPD basis set.

Structure (XYZ):
```
9
Properties=species:S:1:pos:R:3
O 1.503 -1.255 0.146
C 0.449 -0.455 0.027
N 0.311 0.395 -0.953
C -0.812 1.061 -0.595
N -1.399 0.664 0.525
N -0.529 -0.385 0.923
H 2.034 -0.977 -0.619
H -1.072 1.915 -1.223
H -0.486 -0.965 1.769
```

Summary:
- Net charge: 0
- SMILES: Oc1ncn[nH]1
- HOMO-LUMO gap: 10.354 eV

=====

Entry x
This record from the OMol25 dataset describes a structure of composition C2H3N3O. The level of theory is ωB97M-V with the def2-TZVPD basis set.

Structure (XYZ):
```
9
Properties=species:S:1:pos:R:3
N 1.694 0.241 0.271
C 0.394 0.113 -0.109
N 0.009 -1.141 -0.028
O -1.358 -1.047 0.053
C -1.640 0.233 -0.114
N -0.620 1.022 -0.258
H 2.354 0.862 -0.178
H 1.857 -0.757 0.446
H -2.688 0.473 -0.083
```

Summary:
- Net charge: 0
- HOMO-LUMO gap: 10.471 eV

=====

entry w is preferred energetically. Next in line: 27.2 kcal/mol higher.

=====

Entry w
This record from the OMol25 dataset describes the molecule C2H3N3O. The level of theory is ωB97M-V with the def2-TZVPD basis set.

Structure (XYZ):
```
9
Properties=species:S:1:pos:R:3
O -2.204 -0.047 -0.348
C -0.884 -0.331 -0.041
N -0.348 -1.394 0.327
N 2.334 -0.045 -0.108
N 1.210 0.370 -0.086
C 0.030 0.835 -0.156
H -2.613 -0.919 -0.209
H 2.562 -0.393 0.840
H -0.086 1.925 -0.218
```

Summary:
- Net charge: 0
- HOMO-LUMO gap (spin up / spin down): 6.305 / 6.305 eV

=====

Entry x
This record from the OMol25 dataset describes the molecule C2H3N3O. The level of theory is ωB97M-V with the def2-TZVPD basis set.

Structure (XYZ):
```
9
Properties=species:S:1:pos:R:3
O -0.988 1.978 -0.339
C -0.377 0.804 -0.088
N 0.845 0.469 -0.582
C 1.026 -0.737 -0.082
N -0.025 -1.081 0.676
N -0.954 -0.100 0.675
H -0.998 2.117 -1.296
H 1.885 -1.379 -0.234
H -0.219 -1.947 1.154
```

Summary:
- Net charge: 0
- SMILES: Oc1nc[nH]n1
- HOMO-LUMO gap: 10.560 eV

=====

entry x is preferred energetically. Next in line: 124.4 kcal/mol higher.

=====

Entry w
This record from the OMol25 dataset describes a cluster of 2 separate species, C7H8N in total. The level of theory is ωB97M-V with the def2-TZVPD basis set.

Structure (XYZ):
```
16
Properties=species:S:1:pos:R:3
C -0.164 0.219 -0.807
C 1.098 -0.218 1.543
C -0.797 -1.060 2.449
C -0.695 -0.195 0.366
C -0.395 0.193 1.747
C 0.088 -1.209 1.248
C 0.440 1.215 -3.083
N 0.067 0.735 -1.817
H 1.439 0.270 0.647
H 1.819 -0.511 2.264
H -0.381 -1.373 3.446
H -1.851 -1.359 2.323
H -2.071 -0.654 -0.096
H 1.444 0.900 -3.233
H -0.159 0.696 -3.873
H 0.120 2.352 -3.125
```

Summary:
- Net charge: +1
- HOMO-LUMO gap: 9.944 eV

=====

Entry x
This record from the OMol25 dataset describes the ion C7H8N with charge +1. The level of theory is ωB97M-V with the def2-TZVPD basis set.

Structure (XYZ):
```
16
Properties=species:S:1:pos:R:3
C 0.180 -0.942 -0.275
C -0.930 -0.262 0.066
C 2.673 -0.580 0.039
C 0.838 1.297 0.082
C 1.413 -0.260 -0.077
C -0.212 2.112 -0.608
C -2.393 -0.479 -0.141
N -0.557 1.133 0.481
H 0.250 -2.018 -0.612
H 3.583 0.124 0.052
H 2.961 -1.632 0.020
H 1.510 1.610 0.804
H -2.798 -1.498 0.159
H -2.331 -0.487 -1.343
H -3.058 0.355 0.125
H -1.128 1.528 1.228
```

Summary:
- Net charge: +1
- HOMO-LUMO gap: 7.317 eV

=====

Entry y
This record from the OMol25 dataset describes a structure of composition C7H8N. The level of theory is ωB97M-V with the def2-TZVPD basis set.

Structure (XYZ):
```
16
Properties=species:S:1:pos:R:3
C 0.034 -0.471 -1.477
C -0.035 -0.657 0.000
C 0.977 1.825 -1.813
C -0.247 2.080 -1.364
C 1.101 0.470 -1.254
C -0.416 0.681 -0.720
C 0.972 0.399 0.145
N -0.959 -1.979 2.456
H -0.383 -0.822 -2.347
H -0.682 -1.199 0.666
H 1.825 2.340 -2.323
H -0.928 2.800 -1.413
H 1.301 0.891 0.971
H 0.057 -1.848 2.554
H -1.036 -2.955 2.678
H -1.581 -1.555 3.240
```

Summary:
- Net charge: +1
- HOMO-LUMO gap: 10.589 eV

=====

entry w is preferred energetically. Next in line: 2.4 kcal/mol higher.

=====

Entry w
This record from the OMol25 dataset describes a structure of composition C10H13N. The level of theory is ωB97M-V with the def2-TZVPD basis set.

Structure (XYZ):
```
24
Properties=species:S:1:pos:R:3
C 3.542 -0.606 0.315
C 2.112 -0.245 -0.326
C 1.929 1.043 -0.197
C 0.669 1.660 -0.063
C -0.374 0.728 -0.049
C -1.678 1.500 0.162
C -2.810 0.502 -0.247
C -1.559 -1.628 -0.075
C -0.213 -0.743 -0.275
C 1.025 -1.196 -0.490
H 3.704 -1.694 0.989
H 4.215 -0.821 -0.733
H 3.736 0.508 1.186
H 3.008 1.392 -0.005
H 0.560 2.685 -0.203
H -1.659 2.197 -0.634
H -2.032 2.023 1.174
H -3.862 1.151 -0.336
H -2.450 0.168 -1.397
H -2.628 -0.977 1.472
H -1.727 -2.410 0.657
H -1.920 -1.963 -1.159
H 1.287 -2.237 -0.060
N -2.874 -1.035 0.293
```

Summary:
- Net charge: 0
- HOMO-LUMO gap: 9.391 eV

=====

Entry x
This record from the OMol25 dataset describes the molecule C10H13N. The level of theory is ωB97M-V with the def2-TZVPD basis set.

Structure (XYZ):
```
24
Properties=species:S:1:pos:R:3
N -1.683 2.169 -0.215
C -1.284 0.791 -0.403
C -2.198 -0.056 0.433
C -1.901 -1.536 0.488
C -0.648 -1.857 -0.419
C 0.518 -0.917 -0.224
C 1.790 -1.306 -0.141
C 2.767 -0.344 0.114
C 2.438 0.993 0.262
C 1.148 1.439 0.104
C 0.178 0.449 -0.139
H -1.658 2.447 0.763
H -1.032 2.745 -0.781
H -1.362 0.591 -1.477
H -2.191 0.342 1.437
H -3.198 0.069 0.081
H -1.671 -1.761 1.520
H -2.705 -2.219 0.217
H -0.372 -2.889 -0.265
H -0.997 -1.678 -1.444
H 2.061 -2.367 -0.133
H 3.815 -0.565 0.317
H 3.276 1.640 0.711
H 0.973 2.542 0.109
```

Summary:
- Net charge: 0
- SMILES: N[C@@H]1CCCc2ccccc21
- HOMO-LUMO gap: 9.837 eV

=====

entry x is preferred energetically. Next in line: 180.3 kcal/mol higher.

=====

Entry w
This record from the OMol25 dataset describes the molecule C3H4OS2. The level of theory is ωB97M-V with the def2-TZVPD basis set.

Structure (XYZ):
```
10
Properties=species:S:1:pos:R:3
C 0.129 1.436 -0.060
C -0.020 0.008 -0.536
O -0.230 -0.226 -1.662
C 0.044 -0.968 0.593
S 0.513 -0.497 2.043
S -0.416 -2.607 0.258
H -0.549 1.445 0.824
H -0.077 2.107 -0.914
H 1.044 1.642 0.503
H -0.437 -2.338 -1.051
```

Summary:
- Net charge: 0
- SMILES: CC(=O)C(=S)S
- HOMO-LUMO gap: 7.762 eV

=====

Entry x
This record from the OMol25 dataset describes the molecule C3H4OS2. The level of theory is ωB97M-V with the def2-TZVPD basis set.

Structure (XYZ):
```
10
Properties=species:S:1:pos:R:3
C -0.341 -0.369 1.160
C 0.805 0.249 0.252
C 0.061 0.793 -0.931
O -1.256 -0.682 0.270
S 0.419 2.005 0.070
S -0.570 0.148 -2.379
H 0.100 -1.303 1.725
H -0.738 0.443 1.812
H 1.855 -0.171 0.004
H -0.334 -1.112 -1.983
```

Summary:
- Net charge: 0
- HOMO-LUMO gap (spin up / spin down): 7.052 / 7.057 eV

=====

Entry y
This record from the OMol25 dataset describes the molecule C3H4OS2. The level of theory is ωB97M-V with the def2-TZVPD basis set.

Structure (XYZ):
```
10
Properties=species:S:1:pos:R:3
C -0.782 -1.339 -0.255
C -0.948 -0.392 0.689
C 1.138 0.963 -0.277
O 1.729 1.841 -1.063
S 0.211 -1.272 -1.620
S -0.370 1.256 0.450
H -1.346 -2.252 -0.143
H -1.609 -0.502 1.528
H 1.780 0.174 0.081
H 1.120 2.529 -1.375
```

Summary:
- Net charge: 0
- HOMO-LUMO gap: 6.966 eV

=====

Entry z
This record from the OMol25 dataset describes the molecule C3H4OS2. The level of theory is ωB97M-V with the def2-TZVPD basis set.

Structure (XYZ):
```
10
Properties=species:S:1:pos:R:3
O -1.745 0.024 -0.786
C -0.777 0.920 -0.454
S -1.022 2.508 -0.401
C 0.591 0.337 -0.133
C 0.672 -0.728 0.914
S 0.847 -1.389 -0.727
H -1.242 -0.820 -1.032
H 1.372 1.043 -0.262
H -0.271 -1.072 1.390
H 1.576 -0.822 1.491
```

Summary:
- Net charge: 0
- SMILES: OC(=S)[C@H]1CS1
- HOMO-LUMO gap: 8.944 eV

=====

entry z is preferred energetically. Next in line: 3.4 kcal/mol higher.